Below is a cluster of 2 separate species, C19H43BN5O6 in total in a non-equilibrium geometry, with properties calculated with the ωB97M-V functional and the def2-TZVPD basis.

Net charge   +1
DFT total energy   -1499.62839 hartree
Highest occupied orbital energy   -11.57 eV
Molecular weight   448.4 u
2S+1   1
Kohn-Sham gap   9.374 eV

```
74
Properties=species:S:1:pos:R:3:forces:R:3
C -3.9638 4.3679 -0.1930 -0.0991 0.0566 -0.0436
C -4.6149 3.0131 0.0426 0.0650 -0.0970 -0.0303
O -3.6136 2.0028 -0.1040 0.2063 0.0388 0.0037
C -4.0703 0.6770 0.0935 -0.0433 0.0033 -0.0397
C -3.1789 0.0094 1.1271 0.1007 0.1919 0.1077
N -1.9413 -0.4844 0.4835 -0.1788 0.3118 0.8513
B -1.3800 -1.7887 0.9263 -0.0148 0.0988 -0.3302
C -1.3604 -2.2347 2.4237 -0.4026 -0.3112 -0.0623
O -0.8464 -2.5327 -0.0798 -0.1603 -0.0211 -0.1719
C -1.0991 0.4130 -0.1192 0.0345 0.1340 -0.3533
N -0.7983 0.2170 -1.4160 0.2402 -1.2140 0.5583
C 0.5957 0.0650 -1.8905 0.0573 0.4384 -0.1747
C 0.5886 -0.2948 -3.3664 -0.2706 -0.1726 0.2223
N -0.1983 0.6096 -4.1996 0.5450 0.0065 -0.5007
C 0.4395 1.9234 -4.3921 -0.0555 -0.0510 0.1922
C -0.0669 2.9629 -3.3789 0.0599 -0.0802 0.1105
C -0.5407 -0.0808 -5.4181 -0.2289 0.0650 0.1364
C 0.3293 0.1155 -6.6409 -0.1570 0.1993 -0.0104
O -1.4798 -0.8317 -5.4220 0.2017 -0.1238 0.0708
N -0.6148 1.4476 0.5429 0.0856 -0.0432 -0.0989
O 0.1145 2.3517 -0.2004 -0.1491 0.1720 0.1384
C -0.7492 1.7503 1.9690 -0.0353 0.0776 0.0503
C 0.5452 2.2806 2.5528 0.0704 -0.0244 0.0574
C 1.6639 1.2333 2.5440 -0.0140 -0.1563 0.0110
N 2.1829 1.0227 3.8904 0.1312 0.1625 0.1036
H -4.5240 4.9590 -0.9152 -0.0190 0.0084 0.0205
H -3.8847 4.9522 0.7218 0.0831 -0.0307 0.0175
H -2.9666 4.2184 -0.6068 0.0197 0.0119 -0.0074
H -5.4138 2.8246 -0.6795 -0.0255 0.0110 0.0279
H -5.0320 2.9412 1.0523 -0.1066 0.0355 -0.0457
H -5.1107 0.6508 0.4282 0.0250 0.0950 0.0398
H -4.0037 0.1431 -0.8597 -0.1243 -0.0711 0.0421
H -2.9921 0.7431 1.9130 -0.0310 -0.0749 0.0469
H -3.6785 -0.8360 1.5971 0.0426 -0.1295 -0.1622
H -0.3820 -2.6660 2.6490 0.0138 0.0654 0.0559
H -2.0880 -3.0383 2.5871 0.0343 -0.0102 0.0500
H -1.5822 -1.4599 3.1558 0.0432 0.0614 -0.0509
H -0.7030 -3.4598 0.1356 0.3348 0.0869 0.1064
H -1.3513 -0.5881 -1.6985 0.0084 0.1695 -0.4022
H 1.1495 0.9760 -1.6829 -0.0555 0.0495 -0.1001
H 1.0820 -0.7557 -1.3564 -0.0411 0.0494 0.0973
H 1.6374 -0.3549 -3.6947 -0.0147 0.0354 -0.0042
H 0.1591 -1.2945 -3.4686 -0.0167 0.0213 -0.0201
H 1.5309 1.8310 -4.3224 -0.0038 0.0168 -0.0967
H 0.2062 2.2668 -5.3965 0.0131 0.0091 -0.0249
H 0.7278 3.2941 -2.7085 0.0202 0.0193 -0.0415
H -0.4696 3.8414 -3.8782 -0.0180 0.0251 -0.0029
H -0.8542 2.5145 -2.7731 -0.0740 0.0604 -0.0876
H 1.3372 0.4473 -6.3977 0.0211 -0.0651 0.0282
H 0.3522 -0.8213 -7.1909 -0.0048 -0.0032 -0.0005
H -0.1177 0.8685 -7.2923 -0.0110 -0.0113 -0.0281
H -0.4983 3.0714 -0.4273 -0.0454 -0.0605 -0.0410
H -1.5772 2.4536 2.0944 0.0338 0.0619 -0.0538
H -1.0128 0.8219 2.4714 0.0258 -0.0341 -0.0388
H 0.3182 2.5619 3.5826 0.0158 -0.0393 0.0279
H 0.8517 3.1869 2.0342 -0.0300 0.0399 0.0164
H 1.2433 0.2752 2.2122 0.1107 -0.0012 -0.0903
H 2.4366 1.5106 1.8187 -0.0366 0.0115 -0.0376
H 2.3992 1.9162 4.3201 0.0177 -0.0286 -0.0075
H 3.0588 0.5090 3.8616 -0.0879 -0.1274 -0.0358
O 4.9141 -1.5158 3.1842 -0.1434 0.0642 -0.0133
C 4.6124 -2.6575 2.9717 -0.0581 0.0100 0.0668
O 3.5217 -2.8983 2.2005 0.0854 -0.0108 -0.0385
C 3.1929 -4.2133 1.7316 -0.0202 -0.0271 0.0190
C 2.3714 -4.9973 2.7329 -0.0050 0.0575 0.0315
C 5.3587 -3.8127 3.5902 0.0806 0.0148 -0.1013
H 4.0936 -4.7520 1.4383 0.0091 0.0121 0.0029
H 2.6208 -4.0348 0.8214 -0.0067 0.0006 0.0027
H 2.9267 -5.1857 3.6506 0.0105 -0.0239 -0.0119
H 2.0826 -5.9592 2.3081 -0.0024 -0.0010 -0.0031
H 1.4675 -4.4468 2.9969 -0.0041 -0.0101 -0.0018
H 4.8903 -4.0468 4.5470 -0.0058 -0.0090 -0.0022
H 6.3763 -3.4843 3.7797 -0.0163 0.0196 0.0427
H 5.3805 -4.7146 2.9857 -0.0292 -0.0161 0.0117
```
Forces are in eV/Å.

The computed Mulliken charges, all in e, follow: -0.9472 -0.4260 -0.1029 -1.0470 -0.5273 0.6025 0.4608 -0.9211 -0.6060 -1.7674 0.7830 -0.5346 -1.4548 0.3726 -0.6591 -0.8615 0.6822 -1.2717 -0.5553 1.2213 -0.4453 -1.0902 -1.0496 0.0959 -0.7296 0.3386 0.2995 0.1043 0.3731 0.3948 0.5367 0.2855 0.1731 0.6506 0.2002 0.3747 0.3327 0.3115 0.4912 0.3800 0.2471 0.3263 0.6316 0.3249 0.4789 0.3006 0.4469 -0.0239 0.3623 0.3764 0.3474 0.3420 0.3172 0.3795 0.6468 0.3576 -0.1359 0.2971 0.2355 0.2525 -0.5584 0.7743 -0.3433 -0.4079 -0.8257 -1.0418 0.3842 0.2895 0.2977 0.3760 0.1439 0.2832 0.3233 0.3261

=====

Below is a structure of composition C19H43BiO2P3S in a non-equilibrium geometry, with properties calculated with the ωB97M-V functional and the def2-TZVPD basis.

Net charge   +3
DFT total energy   -2535.83077 hartree
Highest occupied orbital energy (alpha / beta)   -16.16 / -16.16 eV
Molecular weight   637.5 u
2S+1   1
Kohn-Sham gap (alpha / beta)   3.401 / 3.407 eV

```
69
Properties=species:S:1:pos:R:3:forces:R:3
Bi -1.3923 -0.8044 -0.8786 1.0090 -1.5607 1.9134
P 1.5497 0.0302 1.9931 0.1382 0.3079 0.2625
P -2.4168 -0.7937 1.7240 -0.2119 -0.2786 0.3962
P 1.8848 0.2191 -1.9014 0.9208 1.0110 0.2251
H -4.0915 0.4296 -0.6053 0.5291 -0.2258 -0.2828
C -3.4992 -0.0154 -1.4117 -1.1752 -0.6276 -0.3195
C -3.5157 -1.4611 -1.5804 -1.6982 1.4016 -0.8899
H -3.9948 -2.0909 -0.8293 0.3750 0.1679 0.0071
C 1.6827 1.8342 2.2925 -0.1209 -0.0543 -0.2106
C 1.4161 -0.5160 3.7655 -0.3631 -0.2494 -0.1638
C 3.3161 -0.4383 1.7457 -0.0222 -0.1359 -0.5541
C -4.2490 -0.7411 1.7760 0.0509 0.0531 -0.3501
C -2.0058 -2.2946 2.6873 0.1049 -0.1902 -0.1283
C -1.9673 0.6465 2.7562 0.2504 0.1407 -0.2524
C 1.6921 0.5615 -3.6906 -0.6797 -0.3960 -0.3021
C 3.5379 -0.5880 -1.8449 -0.1756 -0.7775 0.1177
C 2.3732 1.9114 -1.3653 -0.4013 0.1864 0.1245
H -3.4331 0.6252 -2.2934 -0.0447 -0.3755 0.0581
H -3.5457 -1.9034 -2.5943 0.5971 0.2773 0.6425
H 2.5665 2.0103 2.9129 -0.1751 0.1867 -0.0339
H 0.7833 2.1728 2.8208 0.2368 0.0382 -0.0962
H 1.7624 2.3798 1.3475 0.0618 -0.0163 0.2492
H 2.4325 -0.4888 4.1874 -0.3804 0.0276 -0.0371
H 1.0341 -1.5461 3.8186 0.2370 0.2978 0.0982
H 0.7607 0.1461 4.3524 0.2572 -0.2428 -0.2008
H 3.9219 0.2934 2.2947 -0.0563 -0.2290 -0.0760
H 3.6172 -0.4403 0.6896 -0.1409 0.0375 0.4210
H 3.5047 -1.4432 2.1498 -0.1280 0.3181 -0.0938
H -4.5660 -0.5161 2.8036 0.1333 -0.1812 -0.2202
H -4.6794 -1.6995 1.4594 0.0788 0.2148 0.1301
H -4.6358 0.0551 1.1285 0.0124 -0.2181 0.3255
H -2.7739 -2.4380 3.4667 0.3451 0.1006 -0.2382
H -1.0102 -2.2097 3.1538 -0.4073 0.0082 -0.2404
H -2.0115 -3.1780 2.0239 -0.0383 0.3849 0.3189
H -2.6127 0.6467 3.6485 0.2171 -0.0357 -0.2745
H -2.1448 1.5678 2.1794 0.0451 -0.2567 0.2514
H -0.9110 0.6159 3.0657 -0.5389 -0.0420 -0.1824
H 2.6628 0.7900 -4.1588 -0.3234 -0.0328 0.2438
H 1.0105 1.4145 -3.8347 0.2129 -0.2288 -0.0182
H 1.2520 -0.3232 -4.1763 0.2206 0.3188 -0.0729
H 3.9343 -0.7198 -2.8599 -0.1283 0.0081 0.2659
H 3.4081 -1.5720 -1.3754 0.2258 0.1788 -0.1894
H 4.2489 0.0073 -1.2569 -0.2731 -0.1035 -0.2313
H 2.8162 2.4386 -2.2210 0.0616 -0.0526 0.3448
H 3.0949 1.8564 -0.5395 -0.2415 0.1352 -0.2309
H 1.4619 2.4306 -1.0324 0.6363 0.0508 -0.0856
C -1.2969 3.0335 -1.6706 1.4464 -1.7730 2.2343
C -1.4618 4.4579 -1.5121 -0.2757 1.7599 0.0669
C -1.7661 5.2598 -2.5963 0.5716 0.4171 1.2234
C -1.9977 4.7141 -3.8680 0.1100 0.0684 0.1005
C -1.8644 3.3312 -4.0531 0.2090 -2.0185 -0.0124
C -1.6360 2.5021 -2.9715 -0.0767 -0.7637 -1.8963
O -0.7114 2.3177 -0.7844 -2.0557 2.0978 -2.6566
H 0.0688 0.2316 -0.2114 1.2018 0.0827 0.0718
H -1.2837 4.8757 -0.5172 0.0424 -0.0235 -0.3825
H -1.7400 6.3433 -2.4910 -0.2879 -0.2248 0.1295
H -2.2935 5.3387 -4.7166 0.1622 -0.0647 0.3308
H -1.9385 2.9027 -5.0641 -0.2350 0.2107 0.5986
H -1.6372 1.4000 -3.0764 0.1691 0.8834 -0.1466
C 0.3967 -4.8105 0.7647 0.2993 -0.4397 -0.0928
S 1.5236 -3.4458 1.0726 -0.2710 0.9229 -0.3734
C 3.1266 -4.2666 0.9936 -0.3607 -0.4703 0.0917
O 1.4227 -2.5550 -0.1560 -0.1681 -0.1479 0.2401
H 0.3312 -5.4071 1.6860 -0.0161 0.0410 -0.3328
H 0.8064 -5.4043 -0.0682 -0.3294 0.1288 0.2952
H -0.5966 -4.4112 0.4947 0.5579 -0.0396 0.1806
H 2.9970 -5.1894 0.4229 0.3248 0.0952 0.0665
H 3.8460 -3.6038 0.5054 -0.2690 -0.0034 0.0985
H 3.4357 -4.4759 2.0237 0.0181 -0.0796 -0.2555
```
Forces are in eV/Å.

The computed Mulliken charges, all in e, follow: 0.7881 1.0468 0.6759 1.1124 -0.0485 -0.5308 -0.5824 0.2228 -1.2759 -1.2889 -1.1799 -1.3425 -0.8705 -0.7491 -1.4440 -1.3369 -0.9067 0.6880 0.3531 0.5022 0.4243 0.2639 0.5005 0.1989 0.4834 0.5137 -0.0837 0.4513 0.4554 0.4163 0.4073 0.4475 0.1061 0.2578 0.5547 0.2828 -0.2451 0.4890 0.3315 0.4288 0.4917 0.1306 0.4724 0.4758 0.4409 -0.1423 0.4615 -0.2157 -0.5880 -0.1631 -0.7269 -0.1580 -0.2409 -0.2762 0.4936 0.4350 0.4725 0.4396 0.6221 -1.1359 0.8263 -1.2482 -0.6111 0.4205 0.4463 0.1776 0.4531 0.3227 0.4063

=====

Below is a structure of composition C19H43BiP3S2 in a non-equilibrium geometry, with properties calculated with the ωB97M-V functional and the def2-TZVPD basis.

Net charge   +3
DFT total energy   -2783.76261 hartree
Energy relative to the best compared isomer or geometry (same formula, charge and spin)   63.2 kJ/mol
Highest occupied orbital energy   -16.22 eV
Molecular weight   637.6 u
2S+1   1
Kohn-Sham gap   5.612 eV

```
68
Properties=species:S:1:pos:R:3:forces:R:3
Bi -0.2165 -0.0387 0.2893 0.4276 2.6130 2.0347
P 1.8026 1.1854 1.8603 0.5761 0.4796 0.5854
P -2.0516 1.9447 1.0614 -1.1838 1.3007 0.4854
P 0.7200 1.6310 -1.7627 0.5573 0.8605 -1.0724
H -0.3688 -4.7399 0.0672 0.2372 0.0612 -0.2794
C 0.5302 -4.9222 -0.5295 0.5116 0.4249 0.0958
C 1.7596 -4.6196 -0.0870 -0.3011 0.0147 -0.4572
H 1.9414 -4.0487 0.8324 -0.0719 -0.6036 -0.1559
C 2.0401 0.5024 3.5342 -0.2342 -0.5891 0.0072
C 1.6535 2.9832 2.1752 -0.2349 0.0702 -0.2809
C 3.4234 0.9309 1.0560 -0.1736 -0.2130 -0.2665
C -3.7525 1.6484 0.4591 0.2961 -0.6727 -0.3428
C -2.3605 2.2797 2.8382 0.5892 -0.4812 0.2544
C -1.6901 3.6362 0.4535 0.4294 -0.2017 -0.2564
C 2.0842 0.8464 -2.7102 0.0487 -0.5050 0.3253
C 1.4339 3.2719 -1.3653 -0.1149 -0.0773 0.3857
C -0.4463 2.0943 -3.1056 -0.6384 -0.2226 0.4118
H 0.4043 -5.3494 -1.5292 -0.0842 -0.2350 0.5860
H 2.6349 -4.9507 -0.6654 -0.3473 0.4318 0.3089
H 1.6891 -0.5391 3.5535 0.1926 0.2935 0.0927
H 1.4645 1.0690 4.2759 0.0908 -0.1009 -0.2718
H 3.1046 0.5288 3.8055 -0.2327 0.1185 -0.1835
H 0.8150 3.1738 2.8603 0.2700 -0.0846 -0.1590
H 1.4810 3.5331 1.2441 0.0989 -0.0828 0.2859
H 2.5799 3.3595 2.6361 -0.2250 -0.2321 -0.0853
H 3.5662 -0.1506 0.9070 0.0758 0.3144 0.0300
H 4.2243 1.3085 1.7112 -0.3078 -0.0683 -0.1990
H 3.4765 1.4330 0.0801 0.0370 -0.1545 0.3101
H -4.3917 2.5135 0.6971 0.3664 -0.2231 -0.0033
H -4.1502 0.7503 0.9537 0.0264 0.2475 -0.1895
H -3.7410 1.4851 -0.6270 -0.1479 0.0425 0.2532
H -3.0622 3.1210 2.9423 0.1816 -0.2302 -0.2954
H -1.4238 2.5419 3.3480 -0.2589 -0.0344 -0.1001
H -2.7861 1.3950 3.3250 0.0562 0.1613 -0.1212
H -2.5370 4.2913 0.7053 0.1678 -0.2910 -0.0331
H -1.5514 3.6373 -0.6340 -0.1022 0.0783 0.2325
H -0.7870 4.0324 0.9337 -0.2334 -0.0672 -0.0937
H 1.9525 1.0985 -3.7749 0.0532 -0.1123 0.4301
H 2.0669 -0.2478 -2.5978 0.0781 0.3179 -0.1659
H 3.0524 1.2378 -2.3637 -0.3176 -0.1794 -0.0919
H 1.6425 3.7774 -2.3159 0.0073 -0.1174 0.1430
H 2.3696 3.1697 -0.8023 -0.2323 0.0887 -0.1783
H 0.7212 3.8795 -0.7947 0.2589 -0.0863 -0.2221
H 0.1434 2.4227 -3.9752 -0.0832 -0.1139 0.3726
H -1.0919 2.9247 -2.7845 0.1598 -0.2654 -0.1122
H -1.0729 1.2419 -3.3980 0.1863 0.2804 -0.0129
C -0.8526 -2.3170 -3.4361 -0.1503 -0.9048 -1.7074
C -1.8177 -2.2072 -4.4589 0.0600 0.3682 0.6819
C -1.7733 -3.0450 -5.5753 0.3657 0.0288 0.3340
C -0.7589 -4.0087 -5.6747 0.0043 0.2965 0.2726
C 0.2173 -4.1111 -4.6639 -0.5293 0.0260 -0.5387
C 0.1740 -3.2546 -3.5669 0.2946 0.1639 0.5181
S -0.9975 -1.2248 -2.0486 1.0469 -1.4661 1.0784
H -0.1355 -1.8340 -1.0078 -1.4133 -0.3973 -2.6054
H -2.5935 -1.4463 -4.3517 0.0233 -0.3140 -0.2024
H -2.5361 -2.9255 -6.3490 0.3389 -0.1423 0.2538
H -0.7262 -4.6578 -6.5517 0.0375 0.1376 0.3567
H 0.9993 -4.8736 -4.7519 -0.2768 0.4249 0.1195
H 0.9330 -3.3149 -2.7864 -0.1317 -0.1258 -0.2322
C -0.7135 -2.5786 4.1444 -0.1440 -0.4565 -0.0254
S -1.1198 -0.8983 3.6442 0.1698 0.2028 -0.2063
C -0.9358 -0.0825 5.2483 -0.2414 0.2059 0.1553
H -0.3483 -3.1173 3.2672 -0.0664 -0.0282 0.1631
H -1.6302 -3.0537 4.5061 0.2929 -0.0304 0.0073
H 0.0544 -2.5875 4.9296 -0.2145 0.0715 -0.3021
H -1.8236 -0.3100 5.8528 0.3481 0.0825 -0.0679
H -0.0278 -0.4237 5.7604 -0.2408 0.0854 -0.1794
H -0.8841 0.9983 5.0867 -0.0287 -0.1831 0.1252
```
Forces are in eV/Å.

The computed Mulliken charges, all in e, follow: 0.8459 0.7347 0.6481 0.8312 0.2898 -0.5637 -0.4335 0.2360 -1.1477 -1.0730 -1.1102 -1.2710 -1.0567 -1.1689 -1.2179 -1.3299 -1.2685 0.2557 0.2677 0.2889 0.3371 0.4924 0.3196 0.1513 0.4978 0.4129 0.4778 0.2543 0.4512 0.4155 0.4018 0.5178 0.1703 0.4122 0.5815 0.2572 0.2991 0.4567 0.2569 0.4545 0.4972 0.4039 0.2679 0.5122 0.3745 0.3073 0.9771 -0.5302 -0.7214 -0.4407 -0.7189 -0.4642 -0.1935 0.1227 0.3477 0.4007 0.4111 0.4166 0.4868 -0.9809 0.1650 -1.1698 0.2653 0.3829 0.3368 0.3971 0.4412 0.3311